Record 1
This record from the OMol25 dataset describes a molecular structure, C29H35F5N4P2Sn in a non-equilibrium geometry. The level of theory is wB97M-V/def2-TZVPD.

```
76
Properties=species:S:1:pos:R:3:forces:R:3
Sn -0.628 -2.028 5.937 1.156 2.487 1.038
C -1.175 1.992 4.526 -0.407 -0.198 0.620
C -1.430 1.015 3.656 -0.402 -0.561 0.382
C -0.841 0.863 2.287 -0.162 -0.520 -0.764
C 0.434 -0.005 2.163 -0.256 -0.142 -0.541
C 1.513 0.191 3.179 0.386 -0.072 0.554
C 1.774 1.316 3.853 0.009 -0.598 0.087
C 1.142 2.640 3.580 0.021 0.961 0.194
C -0.096 3.008 4.432 0.297 0.637 -0.097
C 1.508 -1.608 6.478 0.943 -1.424 -0.058
H -1.798 2.087 5.430 0.296 -0.308 -0.516
H -2.199 0.260 3.926 0.206 0.650 -0.227
H -0.693 1.822 1.770 -0.078 -0.165 0.443
H -1.613 0.333 1.694 0.279 0.267 0.133
H 0.130 -1.060 2.239 -0.007 0.099 -0.104
H 0.806 0.105 1.123 0.021 -0.094 0.438
H 2.099 -0.721 3.392 -0.207 0.545 -0.006
H 2.506 1.295 4.670 -0.113 -0.021 -0.413
H 0.895 2.778 2.526 0.206 -0.190 0.083
H 1.888 3.417 3.814 -0.180 -0.235 -0.209
H 0.230 3.250 5.456 -0.114 -0.063 -0.270
H -0.501 3.957 4.024 0.118 -0.359 0.259
H 1.567 -1.255 7.519 -0.704 -0.092 -0.315
H 2.113 -0.942 5.842 -0.805 -0.241 -0.145
H 1.940 -2.623 6.446 0.140 0.453 -0.035
P 1.405 -1.259 -3.108 2.399 0.195 -1.891
P -1.652 -0.712 -2.734 -0.745 0.737 -1.052
N 2.827 -0.257 -3.019 0.021 0.779 0.772
N 2.158 -2.487 -4.122 -0.865 -0.727 0.444
N -1.912 1.011 -2.510 0.441 0.910 0.443
N -3.304 -1.067 -3.130 -0.577 -1.275 -0.157
C 0.544 -0.276 -4.455 -0.403 -0.354 0.007
C -0.974 -0.606 -4.458 0.320 0.013 0.113
C 3.198 0.388 -1.829 0.669 0.384 -0.860
C 4.240 1.258 -2.108 -0.718 -0.522 -0.389
C 4.512 1.167 -3.518 -1.068 -0.762 0.166
C 3.622 0.244 -4.053 0.389 0.553 1.005
C 2.319 -3.795 -3.636 0.231 -0.176 -1.078
C 2.783 -4.595 -4.670 -0.363 1.090 0.304
C 2.904 -3.762 -5.838 -0.482 0.777 1.090
C 2.517 -2.483 -5.469 -0.005 -0.818 -0.039
C -1.730 1.597 -1.253 -0.253 -0.107 -0.921
C -1.851 2.975 -1.375 -0.226 0.520 -1.418
C -2.097 3.255 -2.763 0.289 -0.019 1.833
C -2.122 2.038 -3.425 0.321 -1.126 0.509
C -4.217 -0.371 -3.933 0.028 -0.871 0.548
C -5.305 -1.197 -4.177 0.625 -1.045 0.471
C -5.040 -2.461 -3.540 -0.266 1.108 -0.719
C -3.803 -2.367 -2.927 0.150 1.460 -0.214
H 0.959 -0.560 -5.442 -0.227 0.467 0.639
H 0.732 0.804 -4.263 -0.137 -0.680 -0.095
H -1.502 0.152 -5.067 0.027 -0.704 0.208
H -1.175 -1.615 -4.871 0.175 0.469 -0.014
H 2.690 0.152 -0.904 0.116 -0.001 -0.083
H 4.737 1.914 -1.407 -0.019 -0.161 -0.006
H 5.254 1.719 -4.075 -0.031 -0.092 0.069
H 3.499 -0.109 -5.063 0.131 0.071 0.115
H 2.075 -4.029 -2.605 0.110 0.056 -0.268
H 2.996 -5.649 -4.621 0.025 -0.009 0.087
H 3.213 -4.061 -6.825 0.088 0.000 0.009
H 2.455 -1.577 -6.061 0.114 -0.377 0.055
H -1.515 0.975 -0.390 -0.074 0.170 -0.210
H -1.760 3.703 -0.580 -0.025 -0.128 -0.110
H -2.226 4.223 -3.223 -0.034 -0.054 0.072
H -2.262 1.821 -4.475 0.085 0.217 0.178
H -4.025 0.643 -4.244 -0.220 -0.067 0.157
H -6.178 -0.935 -4.755 0.033 -0.010 0.079
H -5.679 -3.331 -3.561 0.060 0.090 0.070
H -3.223 -3.083 -2.361 -0.144 0.058 -0.040
F -1.570 -1.401 8.480 0.466 0.600 -0.548
C -1.395 -0.394 7.527 -2.506 -0.943 0.363
F -2.645 0.052 7.208 1.085 -0.254 0.094
C -0.678 0.778 8.240 0.847 1.850 1.079
F -1.269 1.060 9.432 0.437 -0.763 -1.511
F 0.622 0.504 8.484 -0.881 -0.098 -0.223
F -0.720 1.917 7.506 -0.055 -1.245 0.340
```
Positions in Å, forces in eV/Å.

Computed properties:
HOMO energy (alpha / beta)	-12.013 / -12.009	eV
energy above the lowest of the compared OMol25 structures with the same formula, charge and spin	0.250	eV
electronic energy	-2740.6017	hartree
HOMO-LUMO gap (alpha / beta)	1.93 / 2.41	eV
net charge	+2

Löwdin population analysis, charges in e, atoms 1 to 8:
1 Sn 1.553
2 C -0.112
3 C -0.127
4 C -0.217
5 C -0.192
6 C -0.135
7 C -0.098
8 C -0.183

Record 2
This record from the OMol25 dataset describes 3 unconnected molecules or ions with the total composition C14H29ClNO6. The level of theory is wB97M-V/def2-TZVPD.

```
51
Properties=species:S:1:pos:R:3:forces:R:3
C 3.861 3.779 1.938 0.230 0.115 0.569
C 3.816 5.314 2.001 0.125 -0.026 -0.471
C 2.874 5.996 0.989 -0.240 0.105 0.199
C 1.502 5.336 0.808 0.053 0.530 -0.066
C 0.624 5.472 2.049 -0.255 0.232 -0.098
C -0.643 4.546 2.033 0.369 -0.320 -0.418
N -0.529 3.337 1.244 -0.156 -0.252 0.495
Cl -1.271 3.655 -0.345 0.190 0.356 -0.315
H 4.100 3.388 2.934 0.015 -0.028 -0.079
H 4.668 3.437 1.286 -0.244 -0.056 -0.211
H 2.911 3.333 1.653 0.039 0.010 -0.111
H 3.563 5.649 3.008 -0.092 -0.112 0.003
H 4.829 5.682 1.799 -0.038 0.094 0.213
H 3.362 6.132 0.017 0.061 -0.250 0.038
H 2.690 7.013 1.363 0.113 0.012 -0.102
H 1.561 4.292 0.504 -0.027 -0.010 0.052
H 1.001 5.860 -0.014 -0.023 -0.170 -0.029
H 1.205 5.315 2.966 0.049 -0.221 -0.104
H 0.288 6.519 2.097 0.074 -0.022 0.135
H -1.500 5.156 1.713 -0.078 0.004 0.225
H -0.809 4.210 3.069 -0.106 0.145 0.002
C -3.287 0.988 -0.202 0.038 -0.370 0.246
C -3.572 -0.310 -0.923 -0.192 0.415 -0.205
O -2.745 -1.393 -0.437 -0.171 -0.075 0.141
C -3.152 -1.944 0.700 0.080 0.178 -0.030
O -4.142 -1.668 1.324 -0.071 -0.064 0.011
O -2.266 -2.888 1.044 0.036 -0.071 -0.030
C -2.541 -3.527 2.289 0.052 -0.104 0.081
H -2.229 1.234 -0.244 0.013 0.107 -0.057
H -3.844 1.805 -0.658 0.038 0.016 -0.048
H -3.568 0.921 0.848 -0.063 0.011 -0.021
H -3.319 -0.220 -1.979 0.119 -0.122 0.026
H -4.621 -0.601 -0.853 0.038 -0.090 0.108
H -3.560 -3.909 2.315 -0.024 0.061 0.010
H -2.385 -2.831 3.112 -0.073 0.018 0.001
H -1.836 -4.351 2.368 0.041 0.039 -0.060
C 1.497 -7.809 -3.189 -0.158 0.014 0.076
C 1.900 -6.466 -3.759 0.236 -0.178 -0.034
O 0.781 -5.581 -3.871 -0.008 0.035 -0.021
C 0.418 -4.978 -2.730 -0.013 0.012 -0.046
O 0.967 -5.113 -1.667 0.001 -0.031 0.046
O -0.634 -4.216 -2.983 -0.019 0.043 0.012
C -1.167 -3.519 -1.839 0.003 -0.022 -0.077
H 0.683 -8.241 -3.774 0.053 -0.020 -0.052
H 2.344 -8.497 -3.205 0.011 0.009 -0.016
H 1.155 -7.706 -2.160 0.057 0.027 0.010
H 2.276 -6.580 -4.775 -0.096 0.064 -0.039
H 2.682 -5.999 -3.161 -0.075 0.031 0.066
H -0.394 -2.949 -1.333 0.030 -0.049 0.024
H -1.620 -4.229 -1.152 0.064 -0.003 0.066
H -1.922 -2.845 -2.220 -0.005 -0.018 -0.116
```
Positions in Å, forces in eV/Å.

Computed properties:
HOMO energy	-2.067	eV
electronic energy	-1517.2076	hartree
HOMO-LUMO gap	4.47	eV
net charge	-1

natural (NBO) population analysis, charges in e, atoms 1 to 8:
1 C -0.622
2 C -0.398
3 C -0.386
4 C -0.420
5 C -0.420
6 C -0.255
7 N -0.775
8 Cl -0.160